(1)
8
Properties=species:S:1:pos:R:3 method="wB97M-V/def2-TZVPD" e_lumo_ha=0.0143 homo_ev=-9.3340 relative_energy_ev=0.025 smiles="C=C=O.O=C=O"
O 2.819 -0.617 -0.213
O -3.258 -2.229 -0.186
O -1.871 -0.423 0.027
C 1.190 1.183 0.120
C -2.564 -1.328 -0.080
C 2.048 0.240 -0.055
H 0.139 0.971 0.145
H 1.498 2.202 0.243

(2)
50
Properties=species:S:1:pos:R:3 method="wB97M-V/def2-TZVPD" e_lumo_ha="0.0894 / 0.0878" homo_ev="0.0075 / -6.2347" total_charge=-1 s2=0.75 spin_multiplicity=2
S -0.192 0.112 1.915
O 2.297 -1.123 3.756
O -2.237 -0.917 -4.386
O -0.942 -2.799 -2.968
O -3.168 -3.366 -1.148
O 0.440 -3.189 3.501
O -1.303 -3.713 1.522
O -0.927 5.249 -0.176
O -0.046 4.479 -2.695
O 0.229 0.430 -3.142
O 0.414 3.773 2.279
O 2.024 2.283 -1.198
O -4.081 -2.553 1.246
O 0.276 -1.568 -0.993
C 2.420 0.163 0.861
C 3.550 0.964 0.137
C 3.051 2.225 -0.562
C 1.238 0.993 1.284
H -0.203 -3.232 -3.418
H -1.850 5.007 -0.096
H -2.382 -3.907 -1.341
H -0.150 3.567 -2.980
H 0.736 4.575 -2.128
H -2.842 -2.615 -1.681
H -0.620 -1.903 -1.125
H 0.226 4.663 2.578
H -4.382 -1.637 1.273
H 0.378 1.080 -2.449
H 1.587 1.881 1.866
H -0.624 5.128 -1.094
H -1.598 -2.822 1.762
H 2.919 -0.441 1.628
H 0.910 -3.879 3.036
H -1.787 -1.107 -5.243
H -0.465 -3.131 3.190
H 0.723 -2.152 -1.620
H 2.137 -0.769 0.351
H -0.117 3.532 1.517
H -1.395 -2.087 -3.493
H 1.696 -1.886 3.846
H -2.151 -4.057 1.201
H -0.055 -0.425 -2.789
H 4.200 1.394 0.948
H 3.658 3.172 -0.528
H 4.028 0.342 -0.625
H -1.737 -0.097 -4.141
H -3.869 -2.659 0.290
H 1.918 -0.430 4.305
H -0.990 0.400 0.896
H 0.737 1.577 0.537

no.,DFT total energy (a.u.)
1,-341.23590
2,-1547.84359